Here is a structure of composition C43H53CrN3S2 from the OMol25 dataset. Energies are from ωB97M-V with the def2-TZVPD basis set.

Cartesian coordinates (Å):
Cr  -1.018  0.948  0.329
C  -2.329  2.782  0.075
C  -2.373  2.131  -1.200
C  -1.036  2.159  -1.719
C  -0.242  2.817  -0.741
C  -1.025  3.241  0.359
C  -0.555  4.164  1.468
C  -1.744  4.624  2.311
C  0.495  3.492  2.360
C  0.084  5.400  0.816
C  -0.426  1.744  -3.061
C  -0.877  2.706  -4.174
C  -0.747  0.289  -3.418
C  1.106  1.863  -3.024
C  -3.721  1.567  -1.698
C  -4.015  1.906  -3.164
C  -4.873  2.188  -0.889
C  -3.832  0.049  -1.516
H  -3.191  2.950  0.692
H  0.816  2.991  -0.833
H  -2.237  3.781  2.791
H  -2.477  5.152  1.696
H  -1.405  5.304  3.096
H  0.085  2.631  2.885
H  0.863  4.202  3.105
H  1.349  3.151  1.769
H  -0.608  5.874  0.116
H  0.991  5.133  0.270
H  0.356  6.131  1.581
H  -1.946  2.704  -4.349
H  -0.382  2.437  -5.111
H  -0.581  3.727  -3.921
H  -1.814  0.119  -3.547
H  -0.393  -0.382  -2.631
H  -0.253  0.015  -4.354
H  1.422  2.894  -2.858
H  1.506  1.553  -3.992
H  1.547  1.230  -2.252
H  -3.939  2.980  -3.345
H  -5.035  1.597  -3.402
H  -3.356  1.386  -3.854
H  -4.852  3.279  -0.928
H  -4.858  1.873  0.156
H  -5.821  1.851  -1.311
H  -3.036  -0.497  -2.016
H  -4.791  -0.294  -1.918
H  -3.800  -0.216  -0.458
S  -1.224  -1.391  -0.078
C  0.375  -2.037  -0.159
N  0.551  -3.375  -0.356
C  1.858  -3.959  -0.134
C  2.930  -3.030  -0.650
N  2.761  -1.711  -0.074
C  3.976  -0.919  0.053
C  4.835  -1.429  1.185
C  6.081  -1.997  0.953
C  6.847  -2.471  2.011
C  6.367  -2.380  3.307
C  5.122  -1.812  3.546
C  4.360  -1.339  2.491
C  1.505  -1.197  0.038
S  1.300  0.491  0.353
C  -0.545  -4.322  -0.503
C  -0.520  -4.966  -1.868
C  -0.352  -6.334  -2.024
C  -0.318  -6.899  -3.293
C  -0.447  -6.095  -4.413
C  -0.614  -4.723  -4.264
C  -0.650  -4.161  -2.999
H  1.903  -4.909  -0.666
H  2.010  -4.151  0.936
H  2.880  -2.972  -1.745
H  3.913  -3.405  -0.368
H  3.694  0.116  0.228
H  4.528  -0.954  -0.893
H  6.457  -2.064  -0.062
H  7.817  -2.912  1.819
H  6.962  -2.747  4.134
H  4.748  -1.733  4.559
H  3.389  -0.891  2.674
H  -1.481  -3.792  -0.351
H  -0.468  -5.080  0.283
H  -0.252  -6.964  -1.147
H  -0.187  -7.968  -3.404
H  -0.420  -6.532  -5.403
H  -0.720  -4.092  -5.138
H  -0.781  -3.091  -2.876
C  -2.381  0.527  1.946
C  -1.639  0.699  3.211
C  -0.458  -0.031  3.442
C  0.289  0.153  4.586
C  -0.126  1.076  5.551
C  -1.309  1.785  5.360
C  -2.053  1.587  4.211
C  0.659  1.278  6.725
N  1.297  1.435  7.670
H  -3.298  1.115  1.933
H  -2.659  -0.523  1.846
H  -0.121  -0.733  2.689
H  1.202  -0.408  4.741
H  -1.643  2.486  6.115
H  -2.981  2.130  4.082

* LUMO level (alpha / beta): 0.42 / -0.79 eV
* expectation value of S²: 6.12
* maximum force: 0.868 eV Å⁻¹
* energy relative to the best compared isomer or geometry (same formula, charge and spin): 29.05 kJ/mol
* E_tot: -100014.60886 eV
* spin multiplicity: 5
* E_HOMO (alpha / beta): -6.5 / -7.8 eV
* Kohn-Sham gap (alpha / beta): 6.895 / 7.060 eV